[1]
Entry from the OMol25 dataset: a structure of composition CClN5O18Zr in a non-equilibrium geometry (the ωB97M-V functional and the def2-TZVPD basis).

XYZ file:
```
26
Properties=species:S:1:pos:R:3
Zr 0.814 0.397 -0.127
C 2.687 -2.269 -0.993
O 1.980 -1.237 -0.853
O 3.925 -2.369 -0.679
O 2.156 -3.024 -0.189
Cl 2.427 2.002 -1.253
N -1.553 1.670 -2.907
O -0.568 1.489 -2.110
O -1.714 1.226 -4.100
O -2.555 2.101 -2.307
N -2.287 1.232 0.931
O -1.157 1.015 0.771
O -2.815 2.195 0.460
O -2.871 0.393 1.521
N 0.291 -1.894 2.551
O -0.547 -1.652 3.393
O 1.120 -2.793 2.565
O 0.380 -1.276 1.538
N -1.342 -1.836 -1.808
O -1.793 -2.880 -1.494
O -1.517 -1.293 -2.933
O -0.863 -1.055 -1.030
N 1.433 2.530 2.288
O 1.516 1.406 1.898
O 1.964 2.599 3.342
O 0.889 3.323 1.526
```

**Charge**: -4
**Frontier orbital gap**: 4.36 eV
**Electronic energy**: -59119.3013 eV

***

[2]
Entry from the OMol25 dataset: an isolated molecule of CClN5O2 in a non-equilibrium geometry (the ωB97M-V functional and the def2-TZVPD basis).

XYZ file:
```
9
Properties=species:S:1:pos:R:3
O 1.243 1.489 -0.853
N 1.314 0.663 0.025
O 2.066 0.524 0.899
C 0.240 -0.457 -0.085
Cl 1.165 -1.919 0.167
N -0.597 -0.518 -1.210
N -1.741 -0.240 -0.845
N -1.808 -0.138 0.601
N -0.647 -0.214 1.024
```

**Frontier orbital gap**: 9.11 eV
**Electronic energy**: -25098.1872 eV

***

[3]
Entry from the OMol25 dataset: the ion CClNO3P with charge -1 in a non-equilibrium geometry (the ωB97M-V functional and the def2-TZVPD basis).

XYZ file:
```
7
Properties=species:S:1:pos:R:3
N 1.175 0.454 1.679
C 0.910 0.578 0.580
O 0.683 0.824 -0.616
P -0.907 -0.553 -0.700
O -1.867 0.087 0.139
O -0.501 -1.915 -0.568
Cl -1.156 -0.177 -2.672
```

**Charge**: -1
**Frontier orbital gap**: 9.48 eV
**Electronic energy**: -30484.7900 eV

***

[4]
Entry from the OMol25 dataset: the ion CClO4S with charge -1 in a non-equilibrium geometry (the ωB97M-V functional and the def2-TZVPD basis).

XYZ file:
```
7
Properties=species:S:1:pos:R:3
O -0.153 -1.015 -1.711
C 0.219 -0.243 -0.929
Cl 0.744 1.624 -1.700
S -0.126 -0.097 0.882
O -0.118 -1.491 1.270
O -1.438 0.492 0.686
O 0.872 0.730 1.502
```

**Charge**: -1
**Frontier orbital gap**: 9.86 eV
**Electronic energy**: -32586.4426 eV

***

[5]
Entry from the OMol25 dataset: a cluster of 2 separate species, CF2N4 in total in a non-equilibrium geometry (the ωB97M-V functional and the def2-TZVPD basis).

XYZ file:
```
7
Properties=species:S:1:pos:R:3
C -1.686 -0.323 0.218
N -1.507 -0.115 1.321
N 2.268 -0.390 1.035
N 1.540 -0.122 0.252
N 0.715 0.139 -0.605
F -1.951 -0.579 -0.950
F 0.620 1.391 -1.269
```

**Frontier orbital gap**: 9.65 eV
**Electronic energy**: -12425.8385 eV

***

[6]
Entry from the OMol25 dataset: an isolated molecule of CF2O3 in a non-equilibrium geometry (the ωB97M-V functional and the def2-TZVPD basis).

XYZ file:
```
6
Properties=species:S:1:pos:R:3
F -0.189 -1.772 0.731
O -0.832 -0.445 0.655
C -0.158 0.246 -0.254
F -0.263 -0.087 -1.476
O 1.293 0.605 0.130
O 0.149 1.453 0.215
```

**Frontier orbital gap**: 9.70 eV
**Electronic energy**: -12606.4439 eV

***

[7]
Entry from the OMol25 dataset: a structure of composition CF3HoNNaO4S3 in a non-equilibrium geometry (the ωB97M-V functional and the def2-TZVPD basis).

XYZ file:
```
14
Properties=species:S:1:pos:R:3
Na -0.742 2.235 0.797
N -0.545 -0.040 0.830
S 0.531 -0.997 0.491
O 1.200 -0.797 -0.881
C 1.979 -0.508 1.571
F 1.664 -0.699 2.850
F 2.197 0.803 1.382
F 3.077 -1.189 1.272
Ho -0.384 0.455 -1.817
S -2.889 1.968 -1.911
O -1.307 2.279 -1.450
S -3.028 -0.387 -1.389
O -1.759 -0.695 -2.378
O 0.006 -2.429 0.633
```

**Spin multiplicity**: 5
**Frontier orbital gap (spin up / spin down)**: 7.10 / 7.14 eV
**Electronic energy**: -81589.5232 eV

***

[8]
Entry from the OMol25 dataset: a structure of composition CF3NO4PbS2 in a non-equilibrium geometry (the ωB97M-V functional and the def2-TZVPD basis).

XYZ file:
```
12
Properties=species:S:1:pos:R:3
N -0.501 0.619 1.279
S -0.812 2.155 0.683
O -1.874 1.850 -0.436
O 0.099 3.167 0.033
S 0.175 -0.631 0.585
O 0.056 -0.204 -0.870
O 0.217 -1.356 1.882
Pb -0.780 1.250 -2.004
C 1.485 -1.890 -0.037
F 2.567 -1.816 0.727
F 0.995 -3.120 0.027
F 1.947 -1.768 -1.272
```

**Frontier orbital gap**: 7.05 eV
**Electronic energy**: -45781.1052 eV

***

[9]
Entry from the OMol25 dataset: a cluster of 2 separate species, CF3NOS in total in a non-equilibrium geometry (the ωB97M-V functional and the def2-TZVPD basis).

XYZ file:
```
7
Properties=species:S:1:pos:R:3
C -1.925 -0.356 -0.217
N -1.884 -1.428 0.087
O 0.473 0.814 1.008
F -2.165 0.872 -0.608
F 2.599 0.949 -0.233
F 1.267 -0.818 -0.745
S 1.633 -0.031 0.709
```

**Frontier orbital gap**: 12.06 eV
**Electronic energy**: -23560.0111 eV

***

[10]
Entry from the OMol25 dataset: a structure of composition CF3Pb in a non-equilibrium geometry (the ωB97M-V functional and the def2-TZVPD basis).

XYZ file:
```
5
Properties=species:S:1:pos:R:3
C -0.482 -0.090 -0.048
F -1.037 -0.031 1.131
F -1.505 -0.048 -0.862
Pb 1.728 -0.397 -1.033
F 1.296 0.567 0.812
```

**Spin multiplicity**: 2
**Frontier orbital gap (spin up / spin down)**: 6.13 / 9.24 eV
**Electronic energy**: -14433.8014 eV

***

[11]
Entry from the OMol25 dataset: a cluster of 3 separate species, CFN2O in total in a non-equilibrium geometry (the ωB97M-V functional and the def2-TZVPD basis).

XYZ file:
```
5
Properties=species:S:1:pos:R:3
C 1.316 -0.087 0.113
N 2.413 -0.088 -0.161
N -0.853 0.339 0.482
O -1.267 1.115 -0.285
F -1.609 -1.279 -0.150
```

**Charge**: -1
**Frontier orbital gap (spin up / spin down)**: 9.01 / 9.01 eV
**Electronic energy**: -8779.2612 eV

***

[12]
Entry from the OMol25 dataset: the ion CFN2O3 with charge -1 in a non-equilibrium geometry (the ωB97M-V functional and the def2-TZVPD basis).

XYZ file:
```
7
Properties=species:S:1:pos:R:3
O -1.333 1.097 0.348
N -1.149 -0.098 0.050
O -2.092 -0.844 -0.252
N -0.003 -0.622 0.074
C 1.112 0.090 -0.030
O 1.439 1.198 -0.307
F 2.164 -0.844 0.185
```

**Charge**: -1
**Frontier orbital gap**: 9.68 eV
**Electronic energy**: -12876.1121 eV

***

Question: The lowest electronic energy belongs to which entry?
Answer: CF3HoNNaO4S3

***

What did the twelfth record say?
Entry from the OMol25 dataset: the ion CFN2O3 with charge -1 in a non-equilibrium geometry (the ωB97M-V functional and the def2-TZVPD basis).

XYZ file:
```
7
Properties=species:S:1:pos:R:3
O -1.333 1.097 0.348
N -1.149 -0.098 0.050
O -2.092 -0.844 -0.252
N -0.003 -0.622 0.074
C 1.112 0.090 -0.030
O 1.439 1.198 -0.307
F 2.164 -0.844 0.185
```

**Charge**: -1
**Frontier orbital gap**: 9.68 eV
**Electronic energy**: -12876.1121 eV